[1]
{"formula": "C7H8NO4", "method": "ωB97M-V with the def2-TZVPD basis set", "total_charge": -1, "gap_ev": 7.5, "total_energy_ha": -627.1991, "max_force_ev_per_a": 6.31, "species": ["C", "C", "C", "C", "C", "C", "C", "N", "O", "O", "O", "O", "H", "H", "H", "H", "H", "H", "H", "H"], "xyz": [[-1.65729, 1.40338, 0.68180], [-0.52442, 1.10206, 1.23423], [-1.13772, 0.15064, -1.40400], [-3.17203, -0.59676, -0.09486], [-2.16190, 0.70972, -0.56695], [0.35719, -0.48635, 0.31035], [2.68076, -0.57150, -0.29073], [0.01426, -0.24229, -1.01780], [-2.57803, -1.51778, 0.43762], [-4.36741, -0.47514, -0.28356], [-0.07090, -1.53964, 1.01185], [1.65518, -0.14267, 0.57985], [-1.98534, 2.43385, 0.97453], [0.01283, 1.44302, 2.07897], [-1.24712, 0.22340, -2.42336], [-2.76882, 1.49740, -1.08451], [3.50875, 0.28884, -0.26540], [2.30816, -0.70850, -1.31308], [3.09497, -1.63026, -0.10979], [-1.12296, -1.64958, 1.04098]], "forces_ev_per_angstrom": [[0.3, 1.9, -0.2], [2.0, -4.3, -1.8], [1.8, 0.4, 2.3], [-0.2, 2.0, -0.5], [-2.6, 0.5, 1.2], [-3.0, 4.8, 2.8], [1.6, 0.1, -0.7], [0.1, -1.8, -0.9], [1.4, -1.6, 1.0], [-0.8, 0.6, -0.6], [-0.7, -1.5, 0.0], [1.2, -0.7, 0.1], [-1.0, -1.0, -0.4], [0.3, 0.7, 0.6], [-0.4, 0.1, -2.5], [0.2, -1.2, 0.0], [-1.6, -2.2, 0.0], [0.0, 0.7, 0.1], [-0.3, 1.6, 0.6], [1.7, 0.9, -1.1]], "lowdin_charge": [-0.17, 0.06, -0.12, -0.65, -0.19, -0.55, -0.13, 0.14, -0.01, -0.01, 0.02, -0.13, 0.10, 0.05, 0.09, 0.13, 0.12, 0.05, 0.09, 0.11]}

---

[2]
{"formula": "C7H8NO4S2", "method": "ωB97M-V with the def2-TZVPD basis set", "total_charge": -1, "gap_ev": [6.8, 6.8], "total_energy_ha": -1423.5899, "max_force_ev_per_a": 5.81, "species": ["C", "C", "C", "C", "C", "C", "C", "N", "O", "O", "O", "O", "S", "S", "H", "H", "H", "H", "H", "H", "H", "H"], "xyz": [[2.82979, 0.16156, 1.32632], [2.74415, -0.06939, -0.06722], [1.61087, 0.12025, 1.97866], [1.56495, -0.48030, -0.72261], [0.39338, -0.20442, 1.31701], [0.36320, -0.49895, 0.05202], [-1.01467, -0.66120, -0.51489], [-1.21795, -1.15073, -1.80786], [-1.41961, 1.92073, -1.75396], [-3.15057, -1.95747, -0.20940], [-1.19046, 2.14321, 0.76005], [-2.87330, 0.11832, 1.10616], [-2.03499, 1.42510, -0.16351], [-2.23938, -1.25581, 0.74349], [3.63189, 0.36034, 1.92946], [3.78377, -0.12065, -0.59842], [1.63284, 0.24978, 3.04582], [1.50441, -0.76080, -1.80906], [-0.47981, -0.16638, 1.91004], [-2.16340, -1.55301, -2.11574], [-0.88976, -0.47956, -2.53806], [-1.38536, 2.85938, -1.86833]], "forces_ev_per_angstrom": [[-4.1, -0.5, -1.8], [2.4, -1.2, -1.3], [-0.2, -0.6, -0.2], [0.3, 0.5, 0.3], [2.4, 1.7, 5.0], [-0.8, -0.6, -5.4], [-0.9, 1.7, 0.3], [-0.2, 0.0, -1.9], [0.4, -1.2, -0.3], [-0.2, -0.5, 0.5], [1.0, 0.8, 1.2], [0.4, -1.8, 1.3], [0.2, -1.2, -2.8], [-1.5, 0.1, -1.1], [2.4, 0.5, 0.7], [-2.2, 0.2, 0.5], [-0.3, 0.2, 0.3], [0.3, 0.4, 1.3], [-0.7, 0.0, 0.5], [1.7, 1.1, 1.6], [-0.3, -0.7, 1.0], [0.0, 0.9, 0.2]], "lowdin_charge": [-0.11, -0.10, -0.06, -0.01, -0.12, -0.28, -0.49, 0.01, -0.42, -0.55, -0.50, -0.68, 0.91, 0.78, 0.06, 0.11, 0.09, 0.11, 0.07, 0.11, 0.09, -0.02]}

---

[3]
{"formula": "C7H8O", "method": "ωB97M-V with the def2-TZVPD basis set", "total_charge": -1, "multiplicity": 2, "gap_ev": [3.0, 7.5], "s_squared": 0.7609, "total_energy_ha": -346.6938, "max_force_ev_per_a": 4.01, "species": ["C", "C", "C", "C", "C", "O", "C", "C", "H", "H", "H", "H", "H", "H", "H", "H"], "xyz": [[-2.79902, 0.03968, 0.30974], [-1.36223, 0.03755, 0.18092], [-0.77037, -1.01477, -0.53642], [0.62178, -1.07393, -0.71949], [1.39754, -0.06536, -0.18370], [2.76015, 0.21405, -0.59576], [0.82403, 0.92879, 0.66402], [-0.54064, 0.95750, 0.85297], [-3.31917, -0.87718, 0.03653], [-3.20491, 0.92070, -0.28576], [-3.26382, 0.10445, 1.30318], [-1.42140, -1.80424, -0.85586], [1.05942, -1.92952, -1.22633], [3.44856, -0.41133, -0.27474], [1.44419, 1.79425, 1.12858], [-1.05058, 1.63373, 1.53232]], "forces_ev_per_angstrom": [[-3.1, 1.1, -0.1], [2.4, -1.7, 0.2], [-1.7, 1.1, 0.9], [1.7, -0.8, -0.4], [0.7, 2.3, 1.1], [-0.2, -0.8, 0.5], [3.9, 0.7, -0.4], [-3.2, -0.2, 0.2], [0.4, -0.2, -1.0], [0.0, -1.1, 0.6], [0.8, 0.7, 0.4], [-0.2, -0.4, -0.4], [0.2, 0.3, -0.2], [-1.2, 0.2, -0.1], [-0.7, -1.7, -1.1], [0.3, 0.3, 0.0]], "lowdin_charge": [-0.14, -0.39, -0.14, -0.15, -0.36, -0.08, -0.14, -0.17, 0.05, 0.09, 0.06, 0.06, 0.06, 0.07, 0.10, 0.07]}

---

[4]
{"formula": "C7H8O", "method": "ωB97M-V with the def2-TZVPD basis set", "gap_ev": 9.9, "total_energy_ha": -346.6392, "max_force_ev_per_a": 11.10, "species": ["C", "C", "C", "C", "C", "C", "C", "H", "H", "H", "H", "H", "H", "H", "H", "O"], "xyz": [[2.68718, 0.18656, 0.47512], [0.50185, -0.20650, -0.15607], [-0.37528, -1.27727, -0.05658], [-1.76118, -1.05872, 0.07949], [-2.31413, 0.21734, 0.14413], [-1.39650, 1.30894, 0.03582], [-0.04014, 1.10792, -0.17995], [2.43137, 1.27188, 0.14790], [3.89511, -0.25867, 0.10985], [2.45851, 0.00211, 1.36902], [0.04802, -2.29946, -0.09504], [-2.53393, -1.94805, 0.24027], [-3.33828, 0.27752, 0.35736], [-1.96645, 2.11664, -0.13001], [0.66407, 2.18189, -0.46511], [1.81634, -0.37669, -0.44825]], "forces_ev_per_angstrom": [[4.6, 3.2, -9.6], [-1.2, 1.4, -0.7], [-0.1, -0.7, 0.1], [-1.6, -1.7, 0.8], [3.6, -1.0, 0.2], [-0.2, -4.0, -0.4], [1.3, 3.1, -0.5], [2.1, -0.9, 1.7], [-3.8, 1.8, 1.4], [-1.5, -1.7, 7.4], [-0.4, 0.7, 0.0], [2.1, 1.7, -0.6], [-1.2, 0.7, 0.0], [-0.8, 3.9, -0.2], [-2.1, -3.7, 1.0], [-0.8, -2.8, -0.7]], "lowdin_charge": [-0.08, -0.33, -0.02, -0.10, -0.09, -0.09, -0.02, 0.09, 0.19, -0.01, 0.12, 0.14, 0.08, 0.05, 0.19, -0.15]}

---

[5]
{"formula": "C7H8O", "method": "ωB97M-V with the def2-TZVPD basis set", "gap_ev": 8.5, "total_energy_ha": -346.6140, "max_force_ev_per_a": 5.75, "species": ["C", "C", "C", "C", "C", "C", "C", "H", "H", "H", "H", "H", "H", "H", "H", "O"], "xyz": [[2.27530, 0.15055, -0.04760], [1.32609, -1.22132, 0.04467], [-0.00334, -0.66733, -0.17922], [-1.21585, -1.22759, -0.07818], [-1.56556, 1.10589, -0.03335], [0.00376, 0.79476, -0.05880], [1.19919, 1.25634, 0.04486], [3.08691, 0.16124, 0.76226], [2.75534, 0.12927, -0.92296], [1.75496, -2.10394, -0.56180], [1.18604, -1.25895, 1.41257], [-1.49490, -2.14490, 0.24037], [-1.82299, 1.91525, 0.79083], [-1.90217, 1.72904, -0.87606], [1.70075, 2.28570, 0.23095], [-2.17270, -0.23255, 0.09619]], "forces_ev_per_angstrom": [[-2.6, -1.9, 4.0], [2.3, 1.3, 3.6], [-0.7, -1.4, -0.6], [1.7, 5.1, -0.1], [1.7, 1.4, 1.4], [-5.0, -1.5, -0.6], [5.1, 2.5, 0.8], [-1.4, 0.1, -0.9], [1.9, 0.2, -3.6], [-1.0, 1.2, 1.5], [1.1, -1.0, -4.0], [-1.0, -2.8, 0.3], [0.3, -2.4, -0.7], [0.0, -1.2, -0.5], [-1.8, -1.5, -0.4], [-0.7, 1.7, -0.3]], "lowdin_charge": [-0.15, -0.09, -0.29, -0.05, -0.07, -0.17, -0.07, 0.12, 0.04, 0.13, 0.21, 0.10, 0.15, 0.11, 0.14, -0.10]}

---

[6]
{"formula": "C7H8O2", "method": "ωB97M-V with the def2-TZVPD basis set", "gap_ev": 8.8, "total_energy_ha": -421.7135, "max_force_ev_per_a": 10.98, "species": ["C", "C", "C", "C", "C", "C", "C", "H", "H", "H", "H", "H", "H", "H", "H", "O", "O"], "xyz": [[-0.58433, 1.66238, 0.14003], [0.59650, 0.64505, 0.28612], [0.18241, -0.69746, 1.11507], [-0.45385, -1.80608, 0.66561], [-0.80192, -1.90509, -0.77014], [0.22454, -1.00033, -1.46184], [0.73830, 0.07308, -1.10926], [-1.26180, 1.01547, -0.63569], [-1.41690, 1.74054, 1.35315], [-0.01009, 2.90722, 0.22720], [1.94751, 1.99826, 1.37470], [0.59470, -0.55363, 2.21907], [-0.79608, -2.48803, 1.30220], [-0.14645, -1.00103, -2.54357], [1.22689, 0.90619, -1.63942], [1.91869, 1.02499, 0.66647], [-1.95811, -2.52153, -1.18969]], "forces_ev_per_angstrom": [[-0.8, 0.9, 4.0], [-0.3, -3.6, 0.8], [1.1, 1.9, 2.0], [1.0, 3.4, -2.0], [-4.4, -1.1, 0.6], [-6.5, -5.7, -6.7], [3.0, 6.8, 3.2], [1.2, 3.1, 1.4], [2.7, -0.4, -3.7], [-2.3, -3.9, -1.4], [-0.5, -4.7, -3.3], [-1.4, -0.7, -2.2], [-1.1, -2.9, 2.6], [1.7, -0.5, 0.7], [-0.2, -1.1, -1.1], [-0.6, 4.9, 3.3], [7.5, 3.7, 1.6]], "lowdin_charge": [-0.05, -0.62, 0.03, -0.04, -0.22, -0.06, -0.11, 0.13, 0.17, 0.17, 0.25, 0.15, 0.06, 0.15, 0.15, -0.11, -0.04]}

---

[7]
{"formula": "C7H8O3", "method": "ωB97M-V with the def2-TZVPD basis set", "gap_ev": 9.0, "total_energy_ha": -496.9262, "max_force_ev_per_a": 3.73, "species": ["O", "C", "C", "C", "C", "C", "C", "C", "O", "H", "H", "H", "H", "H", "H", "O", "H", "H"], "xyz": [[0.46917, -2.30362, 4.37807], [0.86520, -2.14023, 3.03411], [2.15653, -2.81084, 2.83562], [3.22090, -3.23618, 2.43234], [4.35675, -3.63669, 1.75305], [5.42116, -4.00951, 1.30444], [-0.19866, -2.65619, 2.04897], [-0.37484, -4.13884, 2.05316], [-0.88526, -3.76155, 0.79233], [-0.20710, -1.65211, 4.58850], [1.01687, -1.06656, 2.82283], [6.42376, -4.30699, 1.04914], [-1.12240, -2.09382, 2.25139], [0.54871, -4.72749, 1.97561], [-1.15307, -4.48531, 2.73904], [0.61181, -2.05597, 0.24794], [-0.16821, -3.14712, -0.05825], [0.18920, -1.20655, 0.09566]], "forces_ev_per_angstrom": [[-0.6, -0.5, -0.3], [1.7, 1.4, -1.1], [1.1, -0.2, -0.6], [-1.3, 0.5, -0.3], [1.3, -0.6, 0.3], [-0.6, 0.3, 0.6], [0.0, -0.8, 2.6], [0.2, 2.1, -0.6], [-1.0, -0.9, -3.5], [0.0, 0.0, 0.0], [0.2, -0.2, 0.1], [-0.6, 0.1, -0.2], [0.3, -0.4, -0.5], [-0.3, 0.1, 0.4], [0.3, -0.4, -0.3], [-0.5, -1.3, 0.8], [0.1, 0.6, 2.9], [-0.2, 0.1, -0.2]], "lowdin_charge": [0.01, -0.38, 0.06, -0.02, -0.14, 0.13, -0.07, -0.18, -0.17, 0.10, 0.15, 0.04, 0.15, 0.13, 0.13, -0.16, 0.20, 0.03]}

---

[8]
{"formula": "C7H8O3PS", "method": "ωB97M-V with the def2-TZVPD basis set", "total_charge": -1, "gap_ev": 6.9, "total_energy_ha": -1236.7656, "max_force_ev_per_a": 4.14, "species": ["C", "C", "C", "C", "C", "C", "C", "O", "O", "O", "P", "S", "H", "H", "H", "H", "H", "H", "H", "H"], "xyz": [[-1.15014, -2.89891, -0.56325], [-0.81719, -2.29194, -1.80034], [-0.81603, -2.24044, 0.60875], [-0.08159, -1.08015, -1.80308], [-0.06130, -1.09721, 0.52437], [0.31391, -0.47962, -0.65944], [1.14586, 0.60957, -0.90022], [1.54929, 2.98427, -0.22963], [-0.33996, 2.06026, 1.04981], [2.06868, 1.31468, 1.55500], [-0.70154, 3.23177, 2.15679], [1.22101, 1.75037, 0.44075], [-1.72628, -3.81234, -0.55775], [-1.08682, -2.67671, -2.85200], [-0.98665, -2.83200, 1.59610], [0.03906, -0.45077, -2.70939], [0.27216, -0.59475, 1.50864], [0.78985, 1.14507, -1.87414], [-0.00707, 4.37232, 1.66505], [0.37476, 2.98654, 2.84399]], "forces_ev_per_angstrom": [[-0.4, 0.1, -1.7], [0.4, 0.7, -1.1], [0.3, -1.9, 1.0], [-2.6, -2.1, -2.5], [0.8, 1.4, 3.6], [0.2, -1.2, 0.6], [-0.5, 3.4, 0.9], [0.3, 0.9, 0.7], [0.1, -0.5, -0.5], [-1.5, 0.5, -0.6], [-1.4, 0.2, -1.7], [1.3, -0.3, -2.1], [0.0, -0.2, 0.1], [0.2, 0.2, 2.0], [0.2, 1.6, -1.6], [0.1, -1.1, 0.2], [-0.5, -0.9, -1.6], [1.0, -0.4, 2.1], [-0.3, 0.1, -0.4], [2.4, -0.5, 2.5]], "lowdin_charge": [-0.17, -0.10, -0.14, -0.11, -0.08, -0.42, -0.23, -0.39, -0.69, -0.36, 0.77, 0.57, 0.07, 0.11, 0.12, 0.11, 0.12, 0.10, -0.11, -0.16]}

---

[9]
{"formula": "C7H8S", "method": "ωB97M-V with the def2-TZVPD basis set", "smiles": "C=Cc1ccsc1C", "gap_ev": 7.8, "total_energy_ha": -669.5877, "max_force_ev_per_a": 7.31, "species": ["C", "C", "C", "C", "C", "C", "C", "S", "H", "H", "H", "H", "H", "H", "H", "H"], "xyz": [[-0.70177, -1.82139, -0.07894], [-2.05771, -1.86028, 0.07758], [-0.13891, -0.58278, -0.08877], [-1.39432, 0.59179, 0.07904], [2.16859, -0.97470, 0.08611], [1.18162, -0.14311, -0.08510], [-1.30056, 2.05292, 0.01616], [-2.76510, -0.27348, -0.00202], [-0.22182, -2.80357, -0.17866], [-2.53959, -2.80785, -0.08068], [3.21183, -0.58253, 0.28323], [1.89907, -2.07687, 0.05264], [1.46190, 0.83689, 0.08733], [-2.38593, 2.54339, 0.02124], [-0.59681, 2.62546, 0.77752], [-0.89579, 2.49269, -1.05149]], "forces_ev_per_angstrom": [[-0.2, -1.0, 0.2], [-0.6, 0.8, -1.0], [-5.2, 5.1, 0.4], [5.5, -4.0, -1.1], [2.3, -2.3, 0.1], [0.7, -0.4, 0.8], [-0.1, 4.0, -1.6], [-1.3, -2.0, 0.7], [0.3, 0.7, 0.1], [-0.9, 0.3, 0.2], [-1.3, -1.0, -0.4], [1.1, 1.3, 0.2], [-0.2, 2.3, -0.2], [2.3, -1.0, 0.4], [-1.6, -1.5, -1.2], [-0.8, -1.4, 2.4]], "lowdin_charge": [-0.21, -0.40, -0.20, -0.56, 0.00, -0.21, -0.19, 1.03, 0.12, 0.06, 0.08, 0.08, 0.08, 0.10, 0.10, 0.12]}

---

[10]
{"formula": "C7H8S3", "method": "ωB97M-V with the def2-TZVPD basis set", "smiles": "S=C(S)c1ccccc1.S", "gap_ev": 7.7, "total_energy_ha": -1466.0412, "max_force_ev_per_a": 2.48, "species": ["C", "C", "C", "C", "C", "C", "C", "S", "S", "S", "H", "H", "H", "H", "H", "H", "H", "H"], "xyz": [[2.38233, -0.42454, 0.70678], [1.87783, 0.78094, 1.23576], [1.82277, -1.10416, -0.35419], [0.67018, 1.20702, 0.74405], [0.58452, -0.68471, -0.78541], [0.05012, 0.52947, -0.29219], [-1.20586, 1.05348, -0.83413], [-2.11485, 2.47216, -0.15873], [-2.80282, -1.44215, 0.70638], [-1.98984, 0.24644, -2.07411], [3.26266, -0.81423, 1.14167], [2.68307, 1.28207, 1.87787], [2.35750, -1.88466, -0.79571], [0.24158, 2.19284, 0.92078], [0.03128, -1.31364, -1.54999], [-3.14009, 2.12564, -0.86193], [-1.86655, -1.43001, -0.32598], [-2.84382, -2.79196, 0.69909]], "forces_ev_per_angstrom": [[-0.1, 0.9, 0.2], [2.3, -1.0, 0.3], [-1.0, 1.2, 1.1], [0.2, 1.7, -0.6], [-0.8, -0.4, -1.3], [-0.4, -0.9, 0.1], [-1.9, -0.6, -1.4], [2.3, -0.6, 0.7], [0.8, -0.6, -0.8], [0.6, 0.9, 0.5], [1.1, -0.2, 0.2], [-2.2, -0.2, -0.5], [0.4, -1.4, -0.5], [0.3, -0.2, 0.6], [0.8, 1.2, 0.9], [-1.2, -0.1, -0.8], [-1.0, -0.1, 1.0], [0.0, 0.3, 0.1]], "lowdin_charge": [-0.08, -0.06, -0.07, -0.06, -0.07, -0.36, -1.03, 0.75, 0.47, 0.63, 0.09, 0.14, 0.09, 0.09, 0.10, -0.18, -0.24, -0.21]}